C5H16NSi | ωB97M-V/def2-TZVPD

Element x y z (Å)
C 2.3400 0.3696 0.8123
C 1.5200 0.4802 -0.4611
C 0.2267 -0.4275 -0.6842
N 0.3758 -1.6698 -0.0525
Si -1.0702 0.6153 0.6053
C -1.3733 1.8216 -0.8608
C -2.3472 -0.8083 0.3763
H 1.6506 0.7550 1.6570
H 3.2663 0.9067 0.9382
H 2.6334 -0.6976 1.1881
H 1.1344 1.5152 -0.4437
H 2.1466 0.5669 -1.2821
H 0.5403 -0.4729 -1.5770
H -0.5149 -2.1812 -0.1617
H 1.1632 -2.1401 -0.6281
H 0.5924 -1.6530 0.9410
H -0.2475 0.5050 1.7954
H -2.0911 1.2532 -1.4862
H -1.7446 2.7400 -0.3701
H -0.4040 2.1066 -1.2866
H -3.4476 -0.7073 0.4384
H -2.1602 -1.3018 -0.5954
H -2.1892 -1.5757 1.1374

Output
Energy relative to the best compared isomer or geometry (same formula, charge and spin) = 305.2 kJ/mol
Max |F| = 9.882 eV/Å
Total charge = +1
SMILES = CC[C@@H]([NH3+])[SiH](C)C
Highest occupied orbital energy = -13.671 eV
Gap between HOMO and LUMO = 10.35 eV
E = -14802.25494 eV